The following is a DFT calculation (wB97M-V/def2-TZVPD) of a 15-piece molecular cluster, C66H159N7O14P2 overall.

Atoms and positions in Å:
C (-1.80, -4.31, 3.83)
C (-0.76, -3.95, 2.80)
N (-1.30, -4.03, 1.39)
C (-2.16, -2.88, 1.04)
C (-3.11, -3.14, -0.08)
C (-0.27, -4.28, 0.42)
C (-0.08, -5.81, 0.23)
H (-2.66, -3.58, 3.94)
H (-1.34, -4.37, 4.79)
H (-2.33, -5.25, 3.52)
H (-0.38, -2.91, 3.04)
H (0.19, -4.55, 2.85)
H (-2.67, -2.72, 2.01)
H (-1.57, -2.03, 0.76)
H (-3.84, -3.94, 0.11)
H (-3.82, -2.31, -0.25)
H (-2.61, -3.34, -1.02)
H (0.71, -3.85, 0.68)
H (-0.56, -3.88, -0.54)
H (0.98, -6.12, -0.03)
H (-0.80, -6.23, -0.49)
H (-0.35, -6.27, 1.18)
C (-0.57, 7.19, -4.58)
C (-0.66, 6.56, -3.18)
N (-1.12, 5.16, -3.25)
C (0.02, 4.22, -3.60)
C (-0.57, 3.02, -4.34)
C (-1.82, 4.72, -2.04)
C (-3.22, 5.21, -1.81)
H (-0.08, 6.46, -5.26)
H (0.00, 8.16, -4.65)
H (-1.60, 7.24, -5.00)
H (0.30, 6.65, -2.70)
H (-1.48, 6.93, -2.60)
H (0.73, 4.79, -4.22)
H (0.53, 3.94, -2.67)
H (-0.71, 3.25, -5.40)
H (0.05, 2.18, -4.25)
H (-1.52, 2.89, -3.87)
H (-1.26, 5.15, -1.16)
H (-1.82, 3.65, -2.03)
H (-3.75, 4.51, -1.14)
H (-3.82, 5.01, -2.69)
H (-3.34, 6.20, -1.47)
C (-0.47, 8.05, 1.35)
C (-0.45, 7.17, 2.66)
N (-1.04, 5.87, 2.43)
C (-0.85, 4.98, 3.54)
C (0.59, 4.67, 3.96)
C (-2.45, 6.02, 1.97)
C (-3.33, 4.77, 2.00)
H (-0.52, 7.34, 0.51)
H (0.44, 8.72, 1.36)
H (-1.34, 8.76, 1.24)
H (0.61, 7.02, 2.96)
H (-0.86, 7.68, 3.54)
H (-1.38, 5.31, 4.46)
H (-1.28, 3.94, 3.34)
H (0.53, 3.82, 4.71)
H (1.25, 4.33, 3.12)
H (1.02, 5.56, 4.46)
H (-2.51, 6.47, 0.99)
H (-2.88, 6.73, 2.68)
H (-4.30, 4.98, 1.55)
H (-3.62, 4.38, 2.99)
H (-2.91, 3.95, 1.48)
C (0.66, -0.23, -6.32)
C (-0.40, -0.67, -5.33)
N (-1.19, -1.92, -5.66)
C (-1.87, -1.87, -6.95)
C (-2.76, -0.54, -7.08)
C (-0.51, -3.10, -5.35)
C (-0.56, -3.51, -3.89)
H (0.29, -0.46, -7.38)
H (1.56, -0.78, -6.22)
H (0.86, 0.82, -6.17)
H (0.18, -0.88, -4.45)
H (-1.07, 0.15, -5.04)
H (-2.45, -2.77, -7.02)
H (-1.17, -1.92, -7.77)
H (-3.59, -0.70, -7.80)
H (-2.16, 0.33, -7.47)
H (-3.10, -0.36, -6.09)
H (-0.86, -3.87, -6.08)
H (0.59, -3.09, -5.58)
H (-0.03, -2.68, -3.34)
H (-1.59, -3.53, -3.59)
H (-0.02, -4.42, -3.64)
C (2.00, -2.29, 6.98)
C (2.73, -2.81, 5.70)
N (3.92, -3.62, 5.79)
C (5.13, -3.00, 6.35)
C (6.43, -3.62, 5.79)
C (3.66, -4.97, 6.30)
C (2.51, -5.74, 5.61)
H (2.66, -1.55, 7.48)
H (1.78, -3.14, 7.66)
H (0.99, -1.82, 6.76)
H (2.03, -3.32, 5.04)
H (2.97, -1.87, 5.22)
H (5.00, -1.95, 6.07)
H (5.21, -3.08, 7.49)
H (6.36, -3.51, 4.73)
H (7.36, -3.08, 6.20)
H (6.51, -4.62, 6.12)
H (3.51, -5.05, 7.42)
H (4.58, -5.54, 6.00)
H (1.57, -5.34, 6.01)
H (2.66, -6.81, 5.91)
H (2.49, -5.61, 4.53)
C (-6.45, -5.25, -1.79)
C (-7.25, -5.17, -3.08)
N (-7.20, -3.94, -3.83)
C (-5.84, -3.55, -4.18)
C (-5.14, -4.69, -4.87)
C (-7.91, -2.82, -3.27)
C (-9.43, -3.09, -3.31)
H (-6.84, -4.51, -1.14)
H (-5.38, -4.98, -1.86)
H (-6.64, -6.21, -1.33)
H (-7.02, -5.96, -3.81)
H (-8.34, -5.31, -2.85)
H (-6.01, -2.68, -4.85)
H (-5.21, -3.19, -3.31)
H (-5.90, -4.94, -5.61)
H (-4.22, -4.38, -5.31)
H (-5.04, -5.63, -4.35)
H (-7.66, -2.04, -3.91)
H (-7.60, -2.44, -2.28)
H (-9.87, -3.31, -4.30)
H (-10.05, -2.23, -2.93)
H (-9.65, -3.97, -2.65)
C (0.04, -0.01, 3.88)
C (-1.46, -0.33, 3.71)
N (-2.43, 0.66, 4.19)
C (-3.67, 0.48, 3.38)
C (-3.48, 0.92, 1.95)
C (-2.68, 0.63, 5.61)
C (-3.30, 1.98, 6.04)
H (0.36, 0.85, 3.25)
H (0.65, -0.89, 3.64)
H (0.32, 0.31, 4.89)
H (-1.55, -0.53, 2.64)
H (-1.75, -1.36, 4.14)
H (-4.04, -0.53, 3.46)
H (-4.47, 1.05, 3.89)
H (-3.22, 0.07, 1.23)
H (-4.42, 1.35, 1.60)
H (-2.73, 1.72, 1.78)
H (-1.69, 0.51, 6.02)
H (-3.22, -0.18, 6.06)
H (-4.28, 2.17, 5.65)
H (-2.58, 2.75, 5.71)
H (-3.36, 2.00, 7.14)
C (3.75, 0.69, 2.53)
C (4.37, 0.82, 3.87)
O (4.78, -0.15, 4.46)
C (4.28, 2.21, 4.51)
H (3.69, 1.54, 1.84)
H (2.71, 0.42, 2.69)
H (4.20, -0.12, 2.03)
H (4.99, 2.25, 5.37)
H (3.33, 2.23, 4.97)
H (4.37, 3.03, 3.79)
C (-6.71, 3.46, -2.39)
C (-5.92, 2.41, -1.67)
O (-5.00, 2.72, -0.95)
C (-6.39, 1.01, -1.76)
H (-7.12, 3.02, -3.25)
H (-6.05, 4.35, -2.53)
H (-7.44, 3.79, -1.69)
H (-7.40, 0.84, -1.35)
H (-5.69, 0.34, -1.21)
H (-6.41, 0.77, -2.78)
C (3.49, -5.01, -1.61)
C (3.80, -3.55, -1.80)
O (4.51, -2.92, -1.03)
C (3.06, -2.86, -2.89)
H (3.37, -5.64, -2.49)
H (2.52, -5.07, -1.15)
H (4.11, -5.42, -0.80)
H (3.55, -1.92, -3.27)
H (2.02, -2.56, -2.46)
H (2.83, -3.61, -3.68)
C (2.06, 5.59, 0.03)
C (2.73, 4.29, 0.26)
O (2.71, 3.75, 1.33)
C (3.50, 3.75, -0.90)
H (1.16, 5.50, 0.59)
H (1.98, 5.97, -1.04)
H (2.64, 6.39, 0.58)
H (4.20, 2.90, -0.64)
H (3.97, 4.48, -1.51)
H (2.73, 3.30, -1.60)
C (3.74, -2.90, 2.49)
C (3.80, -4.38, 2.12)
O (2.88, -4.92, 1.56)
C (5.11, -5.07, 2.43)
H (4.27, -2.69, 3.42)
H (2.76, -2.49, 2.54)
H (4.27, -2.38, 1.65)
H (4.97, -5.87, 3.22)
H (5.86, -4.32, 2.68)
H (5.40, -5.62, 1.53)
C (5.53, 1.90, -4.81)
C (4.16, 1.40, -4.60)
O (3.82, 0.24, -4.83)
C (3.09, 2.44, -4.21)
H (5.77, 2.50, -3.92)
H (5.42, 2.50, -5.70)
H (6.38, 1.27, -5.07)
H (2.44, 1.96, -3.47)
H (2.51, 2.67, -5.12)
H (3.59, 3.30, -3.79)
C (-0.35, 2.68, 0.86)
O (0.12, 2.48, -0.52)
P (0.43, 0.96, -0.97)
O (1.11, 0.85, -2.29)
O (1.27, 0.46, 0.28)
C (1.36, -0.98, 0.52)
O (-0.92, 0.15, -0.77)
C (-1.66, 0.08, -2.06)
H (0.56, 2.73, 1.52)
H (-1.01, 1.81, 1.14)
H (-0.82, 3.69, 0.86)
H (1.31, -1.48, -0.45)
H (0.61, -1.35, 1.20)
H (2.37, -1.20, 0.78)
H (-1.02, 0.41, -2.85)
H (-2.59, 0.73, -1.92)
H (-1.95, -0.95, -2.25)
C (4.17, 0.14, -1.23)
O (5.41, 0.87, -1.33)
P (6.55, 0.70, -0.25)
O (7.88, 1.02, -0.84)
O (6.00, 1.57, 0.97)
C (6.60, 2.82, 1.38)
O (6.52, -0.76, 0.42)
C (7.32, -1.84, -0.16)
H (3.39, 0.80, -1.68)
H (3.99, -0.12, -0.16)
H (4.28, -0.80, -1.75)
H (6.22, 2.99, 2.39)
H (6.18, 3.67, 0.75)
H (7.69, 2.78, 1.32)
H (7.87, -1.42, -1.06)
H (6.69, -2.69, -0.40)
H (8.15, -2.11, 0.49)

E_HOMO = -8.1 eV
LUMO = 0.332 eV
gap between HOMO and LUMO = 0.30896 Ha
total charge = 0
molar mass = 1337.0 Da

***

The following is a DFT calculation (wB97M-V/def2-TZVPD) of a 15-piece molecular cluster, C66H161N15O8 overall.

Atoms and positions in Å:
C (23.78, 27.39, -11.14)
C (23.60, 28.79, -10.54)
N (24.06, 28.94, -9.16)
C (23.55, 27.96, -8.19)
C (22.05, 28.06, -8.16)
C (25.53, 29.11, -9.15)
C (26.04, 29.61, -7.81)
H (24.85, 27.17, -11.17)
H (23.38, 27.36, -12.15)
H (23.30, 26.62, -10.54)
H (24.15, 29.49, -11.16)
H (22.53, 29.01, -10.60)
H (23.87, 26.95, -8.48)
H (24.06, 28.22, -7.27)
H (21.66, 27.47, -9.00)
H (21.60, 27.47, -7.35)
H (21.71, 29.09, -8.09)
H (25.75, 29.89, -9.88)
H (26.04, 28.21, -9.52)
H (25.93, 28.96, -6.95)
H (25.44, 30.49, -7.54)
H (27.04, 30.04, -7.89)
C (23.08, 23.31, -11.69)
C (21.55, 23.21, -11.71)
N (20.96, 22.45, -10.64)
C (19.57, 22.11, -10.95)
C (18.95, 21.28, -9.81)
C (21.05, 23.19, -9.36)
C (20.26, 24.49, -9.29)
H (23.45, 23.72, -12.63)
H (23.50, 22.31, -11.52)
H (23.47, 23.89, -10.85)
H (21.24, 24.26, -11.88)
H (21.35, 22.72, -12.67)
H (18.94, 22.98, -11.18)
H (19.55, 21.53, -11.87)
H (18.79, 21.90, -8.93)
H (17.93, 21.05, -10.10)
H (19.51, 20.36, -9.65)
H (22.09, 23.50, -9.26)
H (20.84, 22.54, -8.51)
H (19.18, 24.32, -9.32)
H (20.53, 25.24, -10.04)
H (20.45, 25.07, -8.38)
C (19.94, 28.17, -3.18)
C (19.89, 27.28, -4.41)
N (18.48, 27.10, -4.79)
C (18.26, 25.96, -5.70)
C (19.18, 24.77, -5.62)
C (17.74, 28.30, -5.14)
C (18.30, 29.03, -6.34)
H (20.92, 28.06, -2.70)
H (19.19, 27.90, -2.44)
H (19.91, 29.26, -3.29)
H (20.56, 27.57, -5.23)
H (20.27, 26.32, -4.08)
H (17.27, 25.59, -5.43)
H (18.21, 26.24, -6.76)
H (18.76, 23.93, -6.17)
H (20.23, 24.96, -5.85)
H (19.20, 24.40, -4.58)
H (17.74, 28.99, -4.29)
H (16.67, 28.13, -5.28)
H (19.20, 29.58, -6.06)
H (17.61, 29.84, -6.61)
H (18.40, 28.42, -7.23)
C (27.01, 25.49, -7.39)
C (26.59, 24.12, -6.85)
N (25.89, 23.20, -7.76)
C (24.58, 23.77, -8.13)
C (23.66, 24.03, -6.95)
C (26.72, 22.86, -8.88)
C (26.40, 21.52, -9.51)
H (26.16, 25.91, -7.92)
H (27.85, 25.36, -8.09)
H (27.30, 26.10, -6.54)
H (27.39, 23.59, -6.31)
H (25.97, 24.28, -5.96)
H (24.21, 23.04, -8.86)
H (24.63, 24.66, -8.79)
H (23.79, 23.24, -6.21)
H (22.62, 24.11, -7.25)
H (23.94, 24.97, -6.47)
H (26.68, 23.67, -9.63)
H (27.79, 22.84, -8.67)
H (25.44, 21.49, -10.04)
H (27.12, 21.24, -10.28)
H (26.35, 20.76, -8.73)
C (30.55, 25.33, -12.23)
C (30.07, 25.04, -13.64)
N (28.74, 25.54, -13.96)
C (27.75, 24.53, -13.56)
C (26.33, 25.16, -13.40)
C (28.55, 25.82, -15.40)
C (29.50, 26.96, -15.84)
H (31.63, 25.25, -12.13)
H (30.14, 24.67, -11.46)
H (30.21, 26.34, -11.97)
H (30.89, 25.24, -14.33)
H (30.06, 23.94, -13.78)
H (27.55, 23.71, -14.26)
H (28.05, 24.11, -12.61)
H (25.60, 24.37, -13.52)
H (26.29, 25.59, -12.40)
H (26.12, 25.96, -14.11)
H (27.56, 26.21, -15.58)
H (28.71, 24.87, -15.93)
H (30.45, 26.70, -16.29)
H (29.63, 27.56, -14.94)
H (28.99, 27.54, -16.62)
C (14.11, 22.47, -6.44)
C (15.57, 22.37, -5.94)
N (16.13, 21.03, -6.27)
C (17.62, 21.12, -6.14)
C (18.13, 21.25, -4.74)
C (15.51, 20.01, -5.46)
C (16.03, 18.60, -5.75)
H (13.94, 21.89, -7.35)
H (13.88, 23.52, -6.60)
H (13.51, 22.01, -5.66)
H (16.18, 23.14, -6.41)
H (15.56, 22.56, -4.86)
H (17.95, 20.21, -6.67)
H (17.96, 21.82, -6.91)
H (17.57, 22.08, -4.31)
H (17.95, 20.34, -4.17)
H (19.17, 21.55, -4.58)
H (14.44, 19.94, -5.70)
H (15.56, 20.28, -4.39)
H (15.55, 17.85, -5.11)
H (17.10, 18.59, -5.52)
H (15.84, 18.41, -6.80)
C (24.21, 29.34, -14.43)
C (23.56, 28.92, -15.76)
N (22.21, 28.31, -15.62)
C (22.36, 26.90, -15.30)
C (21.03, 26.23, -15.02)
C (21.35, 28.60, -16.78)
C (21.02, 30.07, -16.83)
H (24.18, 28.44, -13.81)
H (23.66, 30.13, -13.92)
H (25.19, 29.75, -14.67)
H (23.56, 29.76, -16.45)
H (24.18, 28.11, -16.16)
H (22.97, 26.28, -15.98)
H (22.97, 26.90, -14.38)
H (20.67, 25.71, -15.91)
H (21.11, 25.46, -14.25)
H (20.22, 26.90, -14.72)
H (20.40, 28.07, -16.71)
H (21.85, 28.28, -17.70)
H (20.11, 30.30, -16.27)
H (20.86, 30.50, -17.82)
H (21.79, 30.72, -16.41)
C (18.33, 26.33, -12.09)
C (19.10, 27.53, -11.50)
O (19.13, 27.74, -10.30)
N (19.60, 28.44, -12.39)
C (20.11, 29.73, -11.93)
H (17.41, 26.75, -12.49)
H (18.25, 25.63, -11.27)
H (18.96, 25.98, -12.92)
H (19.79, 28.12, -13.32)
H (20.69, 29.57, -11.03)
H (19.28, 30.39, -11.72)
H (20.77, 30.22, -12.64)
C (18.21, 18.83, -12.30)
C (17.85, 17.44, -11.84)
O (16.73, 17.16, -11.43)
N (18.81, 16.48, -12.01)
C (18.62, 15.10, -11.71)
H (17.95, 19.46, -11.45)
H (17.65, 19.07, -13.20)
H (19.30, 18.89, -12.38)
H (19.56, 16.81, -12.59)
H (19.50, 14.74, -11.18)
H (18.39, 14.42, -12.54)
H (17.77, 14.93, -11.05)
C (14.60, 20.36, -10.29)
C (15.13, 21.66, -10.88)
O (15.01, 21.85, -12.09)
N (15.58, 22.55, -9.99)
C (15.68, 23.98, -10.25)
H (14.98, 19.51, -10.86)
H (13.51, 20.42, -10.32)
H (14.95, 20.11, -9.28)
H (15.65, 22.23, -9.04)
H (14.70, 24.46, -10.19)
H (16.08, 24.13, -11.25)
H (16.42, 24.40, -9.57)
C (23.23, 20.26, -7.43)
C (22.59, 19.65, -6.22)
O (22.57, 20.25, -5.16)
N (21.87, 18.52, -6.43)
C (21.16, 17.93, -5.32)
H (24.08, 20.93, -7.28)
H (22.53, 20.97, -7.89)
H (23.59, 19.49, -8.12)
H (21.96, 17.94, -7.25)
H (21.81, 17.44, -4.58)
H (20.68, 17.03, -5.73)
H (20.38, 18.49, -4.82)
C (21.97, 18.21, -10.40)
C (22.32, 16.95, -9.66)
O (21.68, 16.58, -8.65)
N (23.29, 16.14, -10.08)
C (23.98, 16.21, -11.36)
H (21.29, 18.82, -9.79)
H (21.40, 17.90, -11.28)
H (22.81, 18.89, -10.55)
H (23.57, 15.35, -9.53)
H (25.06, 16.12, -11.26)
H (23.81, 17.17, -11.85)
H (23.67, 15.46, -12.09)
C (21.35, 16.64, -16.35)
C (20.73, 17.83, -15.63)
O (19.93, 17.62, -14.73)
N (21.11, 19.05, -16.06)
C (20.67, 20.27, -15.38)
H (21.83, 16.80, -17.32)
H (20.65, 15.83, -16.51)
H (22.17, 16.36, -15.67)
H (21.94, 19.11, -16.61)
H (19.79, 20.07, -14.77)
H (20.35, 20.94, -16.18)
H (21.43, 20.72, -14.75)
C (25.22, 21.04, -14.01)
C (25.04, 19.55, -14.19)
O (25.25, 18.79, -13.26)
N (24.70, 19.15, -15.44)
C (24.26, 17.81, -15.75)
H (24.85, 21.34, -13.03)
H (24.66, 21.62, -14.75)
H (26.24, 21.43, -14.11)
H (24.45, 19.94, -16.01)
H (23.87, 17.75, -16.76)
H (23.51, 17.46, -15.04)
H (25.12, 17.14, -15.66)
C (25.42, 25.36, -17.93)
C (24.75, 24.46, -16.91)
O (25.36, 23.99, -15.97)
N (23.48, 24.11, -17.18)
C (22.66, 23.24, -16.37)
H (26.07, 24.81, -18.62)
H (26.06, 26.06, -17.40)
H (24.85, 25.99, -18.62)
H (23.05, 24.49, -18.01)
H (22.96, 22.21, -16.61)
H (21.60, 23.35, -16.55)
H (22.85, 23.40, -15.31)

E_HOMO = -7.8 eV
LUMO = -0.164 eV
gap between HOMO and LUMO = 0.27972 Ha
total charge = 0
molar mass = 1293.1 Da